No. 1
Computed, not measured: 5 unconnected molecules or ions with the total composition C20H35BNO11, with ωB97M-V/def2-TZVPD.

Its total charge is +1. The molar mass comes out at 476.3 g/mol. The total energy is -1690.28197 Ha. The spin multiplicity is 1.

CARTESIAN COORDINATES (ANGSTROEM)
O: 0.757 -2.412 5.180
B: 1.379 -2.534 3.999
O: 2.484 -3.291 3.806
N: 0.803 -1.827 2.738
C: -0.579 -2.257 2.365
C: -1.674 -1.499 3.056
O: -1.551 -0.144 2.680
C: -0.356 0.472 3.098
C: 0.954 -0.313 2.835
H: 0.116 -1.705 5.304
H: 3.346 -2.878 3.911
H: 1.377 -2.160 1.950
H: -0.659 -3.339 2.473
H: -0.657 -2.041 1.302
H: -2.636 -1.847 2.686
H: -1.681 -1.622 4.149
H: -0.292 1.393 2.519
H: -0.411 0.763 4.155
H: 1.460 0.039 1.936
H: 1.625 -0.126 3.676
O: 1.336 -2.946 0.174
C: 0.723 -3.165 -0.844
O: -0.589 -2.883 -0.916
C: -1.119 -3.277 -2.212
C: 0.104 -3.293 -3.117
C: 1.213 -3.714 -2.152
H: -1.590 -4.255 -2.109
H: -1.874 -2.548 -2.493
H: -0.003 -3.942 -3.982
H: 0.298 -2.280 -3.471
H: 1.330 -4.799 -2.101
H: 2.170 -3.260 -2.390
O: 2.594 -1.088 -1.692
C: 3.712 -1.169 -1.264
O: 4.634 -1.953 -1.855
C: 5.860 -1.952 -1.095
C: 5.812 -0.666 -0.273
C: 4.310 -0.495 -0.048
H: 5.869 -2.846 -0.468
H: 6.689 -2.004 -1.794
H: 6.403 -0.725 0.637
H: 6.188 0.167 -0.867
H: 3.956 -1.035 0.834
H: 3.964 0.534 0.010
O: 1.592 1.564 0.268
C: 0.462 1.463 -0.124
O: -0.490 2.355 0.229
C: -1.783 1.935 -0.253
C: -1.490 0.985 -1.409
C: -0.158 0.375 -0.981
H: -2.305 1.439 0.569
H: -2.345 2.815 -0.555
H: -2.291 0.267 -1.574
H: -1.353 1.553 -2.329
H: -0.291 -0.501 -0.338
H: 0.500 0.100 -1.799
O: -4.168 4.059 -3.941
C: -4.425 4.668 -2.948
O: -4.720 4.030 -1.781
C: -5.086 4.983 -0.767
C: -4.468 6.305 -1.215
C: -4.511 6.168 -2.735
H: -6.176 5.029 -0.720
H: -4.708 4.624 0.188
H: -4.995 7.171 -0.824
H: -3.432 6.360 -0.881
H: -5.457 6.512 -3.159
H: -3.695 6.664 -3.253

=====

No. 2
Computed, not measured: 2 unconnected molecules or ions with the total composition C4H12N2 at a distorted geometry, with ωB97M-V/def2-TZVPD.

Its total charge is 0. The molar mass comes out at 88.2 g/mol. Its SMILES is C=NC.CNC. The total energy is -269.01655 Ha. The spin multiplicity is 1. The calculation puts the energy above the lowest of the compared OMol25 structures with the same formula, charge and spin at 262.0 kJ/mol.

CARTESIAN COORDINATES (ANGSTROEM)
C: 1.985 0.061 -0.043
N: 2.606 0.222 -1.128
C: 2.027 1.205 -2.082
H: 1.905 -0.869 0.509
H: 1.263 0.893 0.130
H: 2.294 0.968 -3.119
H: 0.959 1.285 -1.884
H: 2.526 2.165 -1.954
C: -3.084 -0.675 0.397
N: -1.674 -0.913 0.789
C: -1.120 -0.095 1.842
H: -3.297 -1.392 -0.404
H: -3.138 0.410 0.184
H: -3.639 -1.078 1.244
H: -1.136 -0.692 -0.047
H: -1.171 -0.708 2.766
H: -0.063 0.113 1.735
H: -1.765 0.790 1.948

=====

No. 3
Computed, not measured: 5 unconnected molecules or ions with the total composition CH14N2O4 at a distorted geometry, with ωB97M-V/def2-TZVPD.

Its total charge is 0. The molar mass comes out at 118.1 g/mol. Its SMILES is NCN.O.O.O.O. The total energy is -456.92924 Ha. The spin multiplicity is 1. The calculation puts the energy above the lowest of the compared OMol25 structures with the same formula, charge and spin at 132.5 kJ/mol.

CARTESIAN COORDINATES (ANGSTROEM)
N: 2.775 0.513 -0.794
C: 1.728 1.009 0.197
N: 0.473 1.500 -0.512
H: 3.122 1.269 -1.404
H: 2.543 -0.335 -1.360
H: 2.152 1.831 0.749
H: 1.404 0.180 0.849
H: -0.088 0.593 -0.437
H: 0.614 1.632 -1.475
O: -3.158 -0.090 0.831
H: -3.918 0.453 0.978
H: -2.523 0.222 1.483
O: -0.731 -0.192 2.392
H: -0.639 -1.062 1.937
H: -0.189 0.477 1.861
O: -1.464 -0.564 -1.488
H: -2.124 -0.496 -0.839
H: -1.848 -1.179 -2.188
O: 0.738 -2.026 0.091
H: -0.153 -2.292 -0.338
H: 1.285 -1.443 -0.533

=====

No. 4
Computed, not measured: 2 unconnected molecules or ions with the total composition C8H21NOSi2 at a distorted geometry, with ωB97M-V/def2-TZVPD.

Its total charge is 0. The molar mass comes out at 203.4 g/mol. The total energy is -1026.20263 Ha. The spin multiplicity is 1. The calculation puts the energy above the lowest of the compared OMol25 structures with the same formula, charge and spin at 717.1 kJ/mol.

CARTESIAN COORDINATES (ANGSTROEM)
C: 1.291 2.311 -1.763
C: 0.528 3.265 -1.459
C: -3.110 1.867 0.468
C: -1.681 -0.818 1.853
C: -0.246 1.714 1.560
C: 2.085 -1.087 0.857
C: -0.281 -2.964 -0.308
C: 2.135 -1.704 -2.193
N: -1.125 0.394 -0.906
O: 0.033 -0.296 -1.257
Si: -1.572 0.714 0.666
Si: 0.945 -1.554 -0.719
H: 2.148 2.408 -2.505
H: 1.237 1.335 -1.288
H: 0.102 4.201 -1.222
H: -2.992 2.608 1.313
H: -3.290 2.405 -0.451
H: -3.963 1.187 0.678
H: -2.198 -1.690 1.540
H: -0.669 -1.154 1.981
H: -2.224 -0.485 2.668
H: -0.459 2.790 1.392
H: -0.269 1.684 2.694
H: 0.740 1.487 1.327
H: 2.643 -0.261 0.655
H: 1.553 -0.994 1.798
H: 2.846 -1.927 1.003
H: -1.158 -2.758 0.268
H: -0.666 -3.293 -1.289
H: 0.272 -3.730 0.128
H: 3.233 -2.068 -1.849
H: 1.962 -2.673 -2.722
H: 2.147 -0.916 -2.919

=====

No. 5
Computed, not measured: 2 unconnected molecules or ions with the total composition C2H7NOS at a distorted geometry, with ωB97M-V/def2-TZVPD.

Its total charge is 0. The molar mass comes out at 93.2 g/mol. Its SMILES is NC=O.CS. The total energy is -608.55265 Ha. The spin multiplicity is 1. The calculation puts the energy above the lowest of the compared OMol25 structures with the same formula, charge and spin at 116.8 kJ/mol.

CARTESIAN COORDINATES (ANGSTROEM)
N: -1.802 0.773 1.108
C: -1.532 -0.125 0.028
O: -1.736 -1.316 -0.130
H: -2.283 1.637 0.777
H: -2.220 0.296 1.963
H: -1.331 0.346 -0.902
C: 1.375 -0.227 -1.394
S: 1.738 0.282 0.307
H: 0.511 0.229 -1.872
H: 2.192 -0.031 -2.079
H: 1.168 -1.279 -1.477
H: 1.604 1.513 0.150

=====

No. 6
Computed, not measured: a molecular structure, C30H27IN4O4S2Y, with ωB97M-V/def2-TZVPD.

Its total charge is +1. The molar mass comes out at 787.5 g/mol. The total energy is -2811.84045 Ha. The spin multiplicity is 1. The calculation puts the energy above the lowest of the compared OMol25 structures with the same formula, charge and spin at 15.7 kJ/mol.

CARTESIAN COORDINATES (ANGSTROEM)
Y: 0.284 -0.898 -0.016
C: 1.079 -0.605 -4.627
C: 0.057 0.333 -4.067
N: -0.240 1.413 -4.746
C: -1.204 2.239 -4.303
C: -1.940 2.011 -3.168
C: -3.034 2.969 -2.772
O: -4.322 2.368 -2.751
C: -1.621 0.870 -2.383
C: -2.441 0.543 -1.242
N: -2.081 -0.215 -0.258
C: -3.024 -0.448 0.772
C: -3.918 0.534 1.205
C: -4.815 0.276 2.225
C: -4.829 -0.963 2.848
C: -3.930 -1.940 2.456
C: -3.033 -1.676 1.433
I: -1.658 -3.170 0.900
C: -0.573 0.020 -2.812
O: -0.162 -1.008 -2.138
H: 1.453 -0.215 -5.569
H: 1.907 -0.745 -3.929
H: 0.636 -1.590 -4.789
H: -1.387 3.119 -4.910
H: -2.873 3.345 -1.758
H: -3.018 3.832 -3.444
H: -4.544 2.086 -3.645
H: -3.448 0.959 -1.268
H: -3.893 1.515 0.748
H: -5.500 1.050 2.542
H: -5.529 -1.168 3.646
H: -3.927 -2.904 2.947
C: 0.521 2.900 -0.277
C: 1.644 2.141 -0.900
N: 1.795 0.844 -0.817
C: 2.907 0.411 -1.517
C: 3.603 1.410 -2.124
S: 2.849 2.916 -1.837
C: 3.213 -1.016 -1.581
C: 4.316 -1.586 -2.148
S: 4.202 -3.289 -2.051
C: 2.706 -3.149 -1.228
N: 2.309 -1.918 -1.075
C: 1.921 -4.316 -0.740
H: -0.136 2.225 0.268
H: -0.056 3.416 -1.045
H: 0.900 3.647 0.422
H: 4.485 1.330 -2.735
H: 5.160 -1.099 -2.604
H: 2.434 -5.255 -0.936
H: 0.951 -4.343 -1.240
H: 1.765 -4.218 0.336
C: -0.813 1.315 3.893
C: 0.064 0.476 3.004
O: -0.274 0.408 1.796
C: 1.217 -0.188 3.540
C: 1.672 0.142 4.840
C: 2.802 -0.417 5.368
C: 3.520 -1.352 4.609
C: 3.102 -1.718 3.357
C: 1.937 -1.165 2.777
O: 1.560 -1.560 1.604
H: -1.706 1.595 3.339
H: -0.287 2.221 4.201
H: -1.091 0.772 4.795
H: 1.125 0.869 5.422
H: 3.143 -0.141 6.356
H: 4.417 -1.797 5.021
H: 3.649 -2.450 2.778

=====

No. 7
Computed, not measured: a molecular structure, C27H30AsF2N4ReS3, with ωB97M-V/def2-TZVPD.

Its total charge is +3. The molar mass comes out at 805.9 g/mol. The total energy is -4973.33852 Ha. Its expectation value of S² is 0.7630. The spin multiplicity is 2.

CARTESIAN COORDINATES (ANGSTROEM)
Re: 0.620 -1.103 0.171
C: 2.805 -2.196 2.674
C: 1.613 -1.602 3.400
S: 0.705 -0.291 2.546
C: 1.837 1.120 2.449
C: 3.029 0.965 1.518
S: 2.521 0.434 -0.147
C: 3.859 -0.636 -0.698
C: 4.037 -1.903 0.137
S: 2.483 -2.460 0.890
H: 3.039 -3.175 3.094
H: 3.696 -1.582 2.771
H: 1.920 -1.235 4.381
H: 0.845 -2.356 3.580
H: 2.177 1.347 3.461
H: 1.192 1.945 2.140
H: 3.761 0.259 1.901
H: 3.527 1.928 1.396
H: 4.781 -0.052 -0.719
H: 3.592 -0.870 -1.725
H: 4.747 -1.771 0.951
H: 4.405 -2.715 -0.489
N: -1.535 -5.679 -1.933
C: -2.246 -5.540 -0.831
N: -3.189 -6.380 -0.477
N: -2.036 -4.500 0.036
C: -1.320 -3.510 0.069
N: -0.725 -2.476 0.228
H: -1.684 -6.452 -2.566
H: -0.832 -5.005 -2.190
H: -3.445 -7.181 -1.038
H: -3.682 -6.230 0.391
F: 1.792 -2.578 -2.121
C: 0.952 -1.490 -1.898
F: 1.501 -0.450 -2.615
H: 0.016 -1.739 -2.414
C: -3.831 0.338 -3.694
C: -3.795 -0.506 -2.590
C: -2.826 -0.327 -1.615
C: -1.907 0.711 -1.753
C: -1.938 1.563 -2.852
C: -2.910 1.366 -3.824
As: -0.647 1.057 -0.358
C: 0.319 2.661 -0.698
C: 1.169 2.956 -1.756
C: 1.714 4.230 -1.826
C: 1.410 5.174 -0.849
C: 0.553 4.870 0.200
C: -0.014 3.603 0.282
C: -0.987 3.156 1.316
C: -1.464 3.926 2.369
C: -2.399 3.386 3.243
C: -2.865 2.085 3.083
C: -2.392 1.300 2.042
C: -1.460 1.847 1.173
H: -4.590 0.198 -4.452
H: -4.532 -1.291 -2.486
H: -2.822 -0.971 -0.743
H: -1.233 2.377 -2.952
H: -2.952 2.025 -4.681
H: 1.398 2.221 -2.518
H: 2.369 4.493 -2.646
H: 1.837 6.166 -0.912
H: 0.316 5.629 0.934
H: -1.130 4.946 2.508
H: -2.778 3.993 4.054
H: -3.605 1.690 3.767
H: -2.763 0.290 1.910

=====

No. 8
Computed, not measured: 3 unconnected molecules or ions with the total composition C27H55N7O9PS at a distorted geometry, with ωB97M-V/def2-TZVPD.

Its total charge is +1. The molar mass comes out at 684.8 g/mol. The total energy is -2861.31466 Ha. Its expectation value of S² is 2.0089. The spin multiplicity is 3.

CARTESIAN COORDINATES (ANGSTROEM)
C: 3.552 3.411 1.408
O: 4.332 2.249 1.036
C: 4.500 2.187 -0.401
N: 4.971 0.837 -0.723
C: 6.460 0.670 -0.898
C: 7.147 -0.072 0.342
C: 8.496 -0.816 -0.141
S: 8.149 -2.383 -1.061
O: 9.450 -3.136 -1.082
O: 7.122 -3.233 -0.372
O: 7.731 -2.122 -2.650
C: 4.242 -0.252 -0.909
N: 4.821 -1.512 -1.267
C: 3.715 -2.381 -1.405
N: 2.554 -1.618 -1.114
P: 1.060 -2.528 -1.261
O: 1.389 -4.009 -1.451
O: 0.334 -2.029 -2.719
O: 0.031 -2.417 0.060
N: 2.837 -0.330 -0.786
C: 1.765 0.607 -0.416
C: 0.969 1.109 -1.720
N: 1.613 1.633 -2.727
H: 3.721 4.216 0.632
H: 2.450 3.138 1.524
H: 3.893 3.724 2.450
H: 5.292 2.968 -0.645
H: 3.560 2.496 -0.963
H: 6.711 0.133 -1.872
H: 6.980 1.681 -0.983
H: 6.477 -0.879 0.773
H: 7.348 0.665 1.184
H: 9.048 -1.138 0.802
H: 9.072 -0.053 -0.748
H: 6.798 -2.396 -2.781
H: 3.845 -3.453 -1.709
H: 1.049 -2.201 -3.376
H: -0.590 -1.681 -0.165
H: 0.993 0.006 0.177
H: 2.071 1.459 0.254
H: -0.163 0.968 -1.745
H: 0.854 1.853 -3.401
C: -2.163 -5.490 -0.177
C: -3.214 -4.964 -1.195
C: -3.726 -3.553 -0.800
C: -4.848 -3.509 0.235
C: -5.934 -4.529 -0.081
C: -5.357 -5.942 -0.260
N: -4.297 -5.978 -1.312
O: -4.893 -5.820 -2.504
C: -4.814 -6.427 1.105
C: -6.500 -6.935 -0.569
C: -2.406 -4.767 -2.503
H: -2.396 -6.493 0.183
H: -1.169 -5.590 -0.623
H: -2.060 -4.836 0.694
H: -4.110 -3.053 -1.699
H: -2.890 -2.939 -0.445
H: -4.440 -3.675 1.238
H: -5.284 -2.505 0.255
H: -6.675 -4.523 0.725
H: -6.471 -4.217 -0.983
H: -4.394 -7.435 1.027
H: -5.618 -6.461 1.845
H: -4.050 -5.773 1.529
H: -7.063 -6.665 -1.464
H: -7.217 -6.966 0.254
H: -6.108 -7.946 -0.704
H: -2.047 -5.722 -2.894
H: -1.532 -4.135 -2.321
H: -2.986 -4.274 -3.287
C: -3.362 4.214 2.545
C: -1.842 4.537 2.579
C: -1.571 5.909 3.252
C: -1.715 7.138 2.359
C: -1.032 6.930 1.014
C: -1.511 5.644 0.321
N: -1.314 4.443 1.188
O: 0.003 4.191 1.253
C: -2.997 5.821 -0.069
C: -0.794 5.488 -1.039
C: -1.251 3.474 3.541
H: -3.707 3.928 1.549
H: -3.616 3.353 3.171
H: -3.976 5.051 2.885
H: -0.540 5.918 3.633
H: -2.217 6.028 4.127
H: -2.773 7.380 2.222
H: -1.275 8.004 2.861
H: -1.228 7.797 0.375
H: 0.054 6.905 1.160
H: -3.382 4.927 -0.570
H: -3.113 6.662 -0.758
H: -3.648 6.042 0.778
H: 0.293 5.457 -0.943
H: -1.026 6.330 -1.695
H: -1.120 4.575 -1.546
H: -1.345 2.467 3.123
H: -1.782 3.488 4.495
H: -0.198 3.653 3.769